[1]
An isolated molecule of C3H7NO2 at a distorted geometry, computed with wB97M-V/def2-TZVPD.

frontier orbital gap: 8.86 eV
maximum force: 0.0417 Eh/bohr
LUMO: 0.99 eV
highest occupied orbital energy: -0.289 hartree

Geometry (Å):
C: -1.2890 0.3259 -0.0874
C: -0.8937 -0.3465 -1.3592
O: 0.5776 -0.3906 -1.2201
C: 0.8023 -0.1545 0.0700
O: 0.7232 -1.1244 1.0021
N: 1.8533 0.6317 0.2811
H: -1.4253 1.4065 -0.1795
H: -0.1808 -0.8377 1.3318
H: -2.1494 -0.1256 0.4131
H: -1.2549 -1.3649 -1.4497
H: -1.0374 0.1606 -2.3197
H: 2.4899 0.4769 1.0150
H: 2.1611 1.2613 -0.4160

Charges per atom according to Löwdin partitioning, unit e: -0.081 -0.209 -0.032 -0.606 0.057 0.223 0.048 0.124 0.048 0.104 0.106 0.106 0.111


[2]
A cluster of 2 separate species, C13H14BF in total at a distorted geometry, computed with wB97M-V/def2-TZVPD.

frontier orbital gap: 8.51 eV
maximum force: 0.0331 Eh/bohr
LUMO: -0.45 eV
SMILES: Fc1cccc(Cc2ccccc2)c1.B
highest occupied orbital energy: -0.329 hartree

Geometry (Å):
F: 3.3654 2.8476 0.1992
C: 3.0391 1.5438 0.4011
C: 4.0513 0.6152 0.6045
C: 3.6410 -0.7359 0.7092
C: 2.3057 -1.1328 0.4825
C: 1.3346 -0.1541 0.2039
C: -0.0551 -0.2442 -0.4237
C: -1.2641 0.2276 0.3928
C: -2.4902 -0.1606 -0.1654
C: -3.6484 0.5796 0.0721
C: -3.6154 1.6990 0.9244
C: -2.4158 2.0018 1.5958
C: -1.2598 1.2507 1.3613
C: 1.7239 1.1803 0.2219
H: 5.0964 0.9402 0.6839
H: 4.4338 -1.4772 0.8468
H: 2.0673 -2.1992 0.5078
H: -0.1949 -1.1235 -1.0503
H: -2.5263 -0.9428 -0.8947
H: -4.5650 0.3891 -0.4589
H: -4.4910 2.3480 1.0738
H: -2.3541 2.8860 2.2336
H: -0.3310 1.5284 1.8426
H: 0.9932 1.9316 -0.0464
H: 0.0066 0.6438 -1.0916
B: -0.7246 -3.7022 -2.5882
H: -1.7854 -3.7749 -1.9594
H: -0.7331 -3.0578 -3.6385
H: 0.3959 -3.9076 -2.0399

Charges per atom according to Löwdin partitioning, unit e: 0.047 -0.265 -0.011 -0.071 -0.033 -0.196 -0.082 -0.197 -0.056 -0.080 -0.090 -0.083 -0.047 -0.012 0.120 0.103 0.108 0.105 0.095 0.095 0.103 0.103 0.101 0.126 0.129 0.086 -0.035 -0.037 -0.025


[3]
A structure of composition C2H8NO at a distorted geometry, computed with wB97M-V/def2-TZVPD.

frontier orbital gap: 6.83 eV
maximum force: 0.0781 Eh/bohr
net charge: -1
LUMO: 4.76 eV
highest occupied orbital energy: -0.076 hartree

Geometry (Å):
O: 1.6166 -0.6281 -1.5159
H: 1.3393 -1.5427 -1.2002
C: 0.3227 1.0001 0.0254
C: -0.2502 0.0660 0.9816
N: -1.7703 -0.3275 0.7219
H: 0.8737 0.2365 -0.8842
H: -0.3565 1.6293 -0.5475
H: 1.1988 1.4453 0.2485
H: 0.2962 -0.8170 1.0598
H: -0.3330 0.1469 2.0825
H: -2.2098 0.5902 0.5292
H: -1.7836 -0.7681 -0.2558

Charges per atom according to Löwdin partitioning, unit e: -0.465 -0.068 -0.221 -0.378 -0.071 -0.016 0.030 -0.009 0.050 0.070 0.021 0.057


[4]
A cluster of 2 separate species, C23H41F5NO6 in total at a distorted geometry, computed with wB97M-V/def2-TZVPD.

frontier orbital gap: 9.24 eV
maximum force: 0.1023 Eh/bohr
net charge: +1
LUMO: -2.41 eV
highest occupied orbital energy: -0.428 hartree

Geometry (Å):
C: 3.0730 -1.4979 2.7342
C: 3.9637 -0.1682 2.8183
C: 3.2568 1.1565 2.3026
C: 2.7859 1.1583 0.7747
C: 3.7177 0.3239 -0.2136
N: 3.3653 0.3710 -1.6772
C: 2.1024 -0.3392 -2.0768
C: 2.1317 -1.9325 -2.1812
C: 1.8991 -2.7236 -0.8161
C: 0.4940 -2.4134 -0.1042
C: -0.7685 -2.5774 -1.0558
O: -2.0400 -2.4740 -0.3812
C: -2.3045 -1.1565 0.0437
C: -2.7957 -0.9532 1.5522
O: -2.2049 -0.1366 -0.6594
C: 3.1998 1.8170 -2.1874
C: 1.7367 2.4447 -2.0446
C: 1.7967 4.0546 -1.9025
O: 1.1436 4.4994 -0.6891
C: -0.2616 4.4368 -0.8047
C: -1.0855 4.3950 0.5653
O: -0.9017 4.4491 -1.8614
C: 4.5985 -0.0843 -2.4167
F: 5.5421 0.9733 -2.5688
F: 4.3005 -0.4236 -3.7600
C: 5.5012 -1.2246 -1.8201
F: 4.9716 -2.3250 -1.2066
F: 6.2388 -1.7338 -2.9210
F: 6.5209 -0.7357 -0.9695
H: 1.9804 -1.2615 2.5506
H: 3.5250 -2.1497 1.9082
H: 3.2532 -2.0726 3.7062
H: 4.9779 -0.2767 2.2887
H: 4.2343 -0.0055 3.9222
H: 3.9539 2.0618 2.4252
H: 2.3573 1.3826 2.9709
H: 1.7426 0.6889 0.7444
H: 2.7655 2.2658 0.4723
H: 4.7542 0.8136 -0.1244
H: 3.7072 -0.7382 0.2050
H: 1.8576 -0.0187 -3.1510
H: 1.2293 -0.1262 -1.3654
H: 1.2280 -2.2003 -2.8409
H: 3.0217 -2.3478 -2.7762
H: 2.7394 -2.6524 -0.0614
H: 1.8453 -3.8350 -1.1077
H: 0.4766 -1.3958 0.4231
H: 0.3913 -3.1948 0.7301
H: -0.7087 -1.7392 -1.8422
H: -0.7714 -3.5464 -1.6596
H: -3.7054 -1.6027 1.7470
H: -1.9885 -1.1926 2.3108
H: -3.0944 0.1397 1.6767
H: 3.3980 1.8778 -3.3159
H: 3.8746 2.5377 -1.6033
H: 1.1114 2.0601 -1.1861
H: 1.1417 2.2535 -3.0073
H: 1.3826 4.5624 -2.8414
H: 2.8830 4.4204 -1.8220
H: -0.4280 4.4417 1.4842
H: -1.6937 3.4242 0.5191
H: -1.8333 5.2586 0.5069
O: -7.0058 -2.3702 3.8652
C: -7.3228 -1.9540 2.7772
O: -6.8019 -0.7978 2.3242
C: -6.9857 -0.2938 0.9935
C: -8.3011 0.4458 0.8649
C: -8.3581 -2.6669 1.9532
H: -6.8753 -1.0924 0.2554
H: -6.1636 0.4044 0.8171
H: -9.1534 -0.2092 1.0548
H: -8.4083 0.8694 -0.1358
H: -8.3560 1.2546 1.5972
H: -9.3506 -2.4003 2.3190
H: -8.2082 -3.7423 2.0669
H: -8.2957 -2.4599 0.8869

Charges per atom according to Löwdin partitioning, unit e: -0.101 -0.252 -0.197 -0.149 -0.092 -0.120 -0.091 -0.145 -0.180 -0.165 -0.190 -0.041 -0.429 0.017 0.052 -0.089 -0.126 -0.159 -0.054 -0.438 0.014 0.076 -0.274 0.104 0.116 -0.359 0.145 0.113 0.111 0.075 0.061 0.091 0.112 0.118 0.124 0.127 0.112 0.121 0.167 0.122 0.160 0.143 0.131 0.124 0.073 0.136 0.098 0.136 0.120 0.151 0.092 0.088 0.093 0.169 0.150 0.110 0.137 0.144 0.139 0.084 0.096 0.105 0.101 -0.532 -0.014 -0.241 -0.064 0.009 0.114 0.117 0.070 0.084 0.087 0.101 0.095 0.068


[5]
A cluster of 7 separate species, H14O7 in total at a distorted geometry, computed with wB97M-V/def2-TZVPD.

frontier orbital gap: 10.31 eV
maximum force: 0.1400 Eh/bohr
LUMO: -0.23 eV
SMILES: O.O.O.O.O.O.O
highest occupied orbital energy: -0.387 hartree

Geometry (Å):
O: -0.3748 -2.9074 1.4973
H: -0.0502 -2.6987 0.5732
H: -0.5389 -1.9722 1.8596
O: -2.2976 -0.3277 2.7048
H: -1.5435 -0.0182 3.0839
H: -1.9597 -0.0709 1.8910
O: -2.1685 -1.3632 -1.4536
H: -2.9963 -1.1489 -1.0777
H: -2.5202 -1.8488 -2.1440
O: 1.2708 0.1953 -2.7307
H: 1.5070 -0.6314 -2.6428
H: 1.6670 0.6335 -1.9712
O: 0.7845 1.9407 -0.1466
H: 0.1759 2.7143 -0.3556
H: 0.9801 2.1761 0.7640
O: 3.3646 2.3287 -0.1414
H: 3.8222 1.5121 -0.0054
H: 2.4053 2.1917 -0.1240
O: -0.4642 -0.3404 0.5340
H: 0.0201 0.4448 0.0660
H: -1.0834 -0.8094 -0.1808

Charges per atom according to Löwdin partitioning, unit e: -0.128 0.038 0.029 0.007 -0.019 -0.044 0.015 0.048 0.027 0.025 -0.056 0.021 -0.053 0.146 0.085 -0.055 0.024 -0.045 -0.168 0.037 0.064


[6]
A structure of composition C26H46EuOP2 at a distorted geometry, computed with wB97M-V/def2-TZVPD.

frontier orbital gap (spin up / spin down): 5.30 / 5.19 eV
maximum force: 0.1684 Eh/bohr
<S²>: 12.037
net charge: +1
2S+1: 7
LUMO (spin up / spin down): -3.66 / -5.20 eV
highest occupied orbital energy (spin up / spin down): -0.329 / -0.382 hartree

Geometry (Å):
Eu: 0.0000 0.0000 0.0000
C: 1.9187 1.0455 -0.4597
C: 0.8094 1.9820 -0.4419
C: 0.9889 1.0197 1.6816
C: 2.0147 0.4417 0.8256
C: 0.2737 1.9852 0.9008
C: 2.8746 0.8427 -1.5965
H: 2.4525 1.1932 -2.5417
H: 3.1465 -0.2099 -1.7121
H: 3.7994 1.4092 -1.4226
C: 3.0155 -0.5799 1.2662
H: 3.4439 -1.1086 0.4106
H: 2.5444 -1.3217 1.9181
H: 3.8369 -0.1027 1.8173
C: 0.7999 0.6989 3.1320
H: 1.5271 1.2347 3.7577
H: 0.9239 -0.3748 3.3046
H: -0.2023 0.9788 3.4690
C: -0.7546 2.9431 1.4216
H: -0.2625 3.7907 1.9170
H: -1.4148 2.4711 2.1545
H: -1.3692 3.3480 0.6137
C: 0.4602 2.9552 -1.5277
H: 0.9344 3.9322 -1.3553
H: -0.6206 3.1141 -1.5833
H: 0.7935 2.5947 -2.5048
C: -2.8606 -3.2916 -6.2055
C: -2.3151 -2.2466 -6.8392
C: -2.9695 -1.0769 -7.5265
C: -4.4494 -0.7924 -7.1877
C: -4.6782 -0.5169 -5.7210
C: -4.8626 -1.3889 -4.7225
C: -4.9096 -2.8941 -4.7432
C: -4.3203 -3.6055 -5.9812
H: -2.8732 -1.2025 -8.6165
H: -5.0788 -1.6097 -7.5441
H: -2.3807 -0.1806 -7.2855
H: -4.9191 -3.3768 -6.8646
H: -2.1664 -4.0056 -5.7617
H: -1.2252 -2.2178 -6.8744
H: -4.4217 -4.6853 -5.8191
H: -4.3770 -3.2536 -3.8514
H: -5.0016 -0.9628 -3.7281
H: -5.9528 -3.2216 -4.6094
H: -4.7529 0.0933 -7.7583
H: -4.6604 0.5381 -5.4461
P: -0.3588 -1.0778 -1.9664
P: -2.2495 -0.1636 0.1786
C: -2.1435 -1.6166 -2.1525
C: -2.8238 -1.6417 -0.7799
H: -2.1998 -2.5877 -2.6563
H: -2.6301 -0.8804 -2.8038
H: -3.9167 -1.6676 -0.8615
H: -2.4881 -2.5092 -0.2029
C: -2.9769 -0.4433 1.8409
H: -2.8534 0.4295 2.4917
H: -2.4949 -1.3080 2.3072
H: -4.0381 -0.6644 1.7007
C: -3.3358 1.1731 -0.4835
H: -4.3596 0.8136 -0.6368
H: -2.9313 1.5333 -1.4335
H: -3.3576 2.0117 0.2170
C: 0.5776 -2.6347 -2.2604
H: 1.6598 -2.4780 -2.1882
H: 0.3072 -3.0103 -3.2503
H: 0.2682 -3.3768 -1.5181
C: -0.1051 -0.2176 -3.5778
H: -0.5602 0.7758 -3.5364
H: -0.5554 -0.7883 -4.3979
H: 0.9636 -0.1041 -3.7774
C: 0.5677 -2.9488 2.4291
C: 0.0004 -2.3999 1.1398
O: -0.5776 -3.2690 0.5233
H: 1.1362 -2.3130 3.0949
H: 1.2519 -3.7882 2.1805
H: -0.2674 -3.3572 3.0378

Charges per atom according to Löwdin partitioning, unit e: 1.162 -0.352 -0.363 -0.350 -0.350 -0.373 -0.032 0.063 0.071 0.099 -0.009 0.083 0.047 0.106 -0.003 0.107 0.049 0.079 -0.036 0.098 0.065 0.070 -0.020 0.103 0.073 0.066 -0.108 -0.121 -0.187 -0.193 -0.101 -0.127 -0.187 -0.192 0.117 0.098 0.108 0.099 0.096 0.095 0.110 0.095 0.087 0.117 0.110 0.099 0.679 0.654 -0.366 -0.379 0.084 0.070 0.091 0.055 -0.233 0.041 0.032 0.052 -0.221 0.053 0.037 0.038 -0.234 0.045 0.050 0.020 -0.228 0.037 0.042 0.039 -0.044 -0.221 0.067 0.044 0.117 0.113